[1]
This record from the Open Molecules 2025 dataset describes a 9-piece molecular cluster, C36H69F3O26 overall at a distorted geometry. The level of theory is the ωB97M-V functional and the def2-TZVPD basis.

The geometry in XYZ format:
```
134
Properties=species:S:1:pos:R:3
C 0.073 -3.938 1.639
C 1.248 -3.331 2.469
O 2.379 -3.359 1.623
C 3.247 -2.347 1.716
O 3.093 -1.395 2.450
C 4.621 -2.493 0.994
F 4.909 -3.761 0.753
F 4.756 -1.749 -0.088
F 5.652 -2.108 1.738
H 0.271 -4.996 1.469
H -0.176 -3.327 0.772
H -0.790 -3.994 2.303
H 1.335 -4.063 3.272
H 1.011 -2.363 2.910
C 1.937 2.347 -0.251
C 1.760 1.173 0.602
O 1.505 -0.039 -0.140
C 0.285 -0.235 -0.664
O -0.711 0.293 -0.225
O 0.283 -1.118 -1.681
C 1.479 -1.560 -2.341
H 2.982 2.535 -0.494
H 1.438 3.233 0.142
H 1.422 2.289 -1.210
H 1.037 1.217 1.417
H 2.686 0.992 1.147
H 1.684 -0.938 -3.212
H 1.411 -2.628 -2.545
H 2.335 -1.523 -1.668
C -1.918 3.423 0.919
C -2.199 3.958 2.283
O -1.257 3.468 3.235
C -1.222 3.875 4.491
O -1.908 4.814 4.917
O -0.554 3.024 5.253
C -0.463 3.366 6.632
H -2.422 2.457 0.888
H -0.896 3.093 0.732
H -2.308 4.173 0.231
H -3.249 3.804 2.533
H -1.862 4.994 2.239
H 0.418 3.995 6.761
H -0.282 2.430 7.162
H -1.344 3.917 6.960
C -1.301 -0.589 3.044
C -2.607 0.118 3.259
O -3.609 -0.814 3.596
C -4.782 -0.520 4.005
O -5.535 -1.252 4.650
O -4.979 0.777 3.844
C -6.097 1.430 4.378
H -1.256 -1.433 2.356
H -0.781 -0.734 3.991
H -0.649 0.197 2.663
H -2.769 0.761 2.394
H -2.588 0.756 4.142
H -6.296 1.286 5.440
H -6.954 1.049 3.824
H -6.111 2.517 4.296
C -1.494 5.442 -5.974
C -0.996 4.879 -4.674
O -1.755 3.593 -4.529
C -1.326 2.559 -3.781
O -0.245 2.461 -3.216
O -2.142 1.584 -4.103
C -1.855 0.238 -3.713
H -2.552 5.687 -5.886
H -1.401 4.864 -6.893
H -0.964 6.368 -6.197
H -1.416 5.544 -3.920
H 0.088 4.772 -4.663
H -2.838 -0.203 -3.547
H -1.401 0.166 -2.725
H -1.239 -0.352 -4.392
C 2.501 5.937 8.608
C 3.555 5.097 7.883
O 3.046 4.322 6.747
C 2.864 4.946 5.579
O 3.445 6.036 5.337
O 2.214 4.189 4.659
C 2.036 4.602 3.329
H 2.310 6.942 8.231
H 2.643 5.921 9.689
H 1.546 5.430 8.472
H 3.897 4.276 8.514
H 4.450 5.571 7.480
H 2.975 4.980 2.925
H 1.235 5.341 3.328
H 1.679 3.899 2.575
C 0.692 -1.809 -9.601
C 0.767 -1.827 -8.084
O 1.578 -0.791 -7.604
C 1.591 -0.464 -6.388
O 0.984 -0.977 -5.479
O 2.238 0.693 -6.365
C 2.267 1.717 -5.388
H 0.146 -0.909 -9.886
H 0.300 -2.760 -9.961
H 1.745 -1.842 -9.878
H 1.111 -2.807 -7.753
H -0.243 -1.609 -7.738
H 2.769 2.664 -5.585
H 2.585 1.286 -4.438
H 1.206 1.962 -5.335
C -7.315 -5.775 -1.186
C -6.501 -5.059 -0.082
O -6.085 -3.754 -0.468
C -4.950 -3.256 0.146
O -4.196 -3.837 0.941
O -4.768 -2.038 -0.320
C -3.640 -1.308 0.151
H -7.919 -6.621 -0.857
H -6.677 -6.384 -1.827
H -7.983 -5.221 -1.844
H -5.704 -5.760 0.164
H -7.044 -4.799 0.827
H -2.751 -1.675 -0.362
H -3.468 -1.374 1.226
H -3.646 -0.262 -0.157
C 6.957 -6.107 -2.781
C 6.122 -5.023 -3.339
O 5.094 -4.755 -2.393
C 3.855 -5.358 -2.459
O 3.382 -6.198 -3.267
O 3.129 -4.850 -1.530
C 1.798 -5.121 -1.302
H 7.946 -6.164 -3.234
H 6.363 -7.008 -2.627
H 7.369 -5.831 -1.810
H 5.623 -5.188 -4.293
H 6.803 -4.174 -3.391
H 1.774 -6.074 -0.773
H 1.213 -5.330 -2.198
H 1.244 -4.467 -0.629
```

Output
**SMILES**: CCOC(=O)C(F)(F)F.CCOC(=O)OC.CCOC(=O)OC.CCOC(=O)OC.CCOC(=O)OC.CCOC(=O)OC.CCOC(=O)OC.CCOC(=O)OC.CCOC(=O)OC
**E_LUMO**: 0.448 eV
**Gap between HOMO and LUMO**: 10.87 eV
**Multiplicity**: 1
**Max |F|**: 0.0902 Eh/bohr


[2]
This record from the Open Molecules 2025 dataset describes a 2-piece molecular cluster, C10H19N2O overall at a distorted geometry. The level of theory is the ωB97M-V functional and the def2-TZVPD basis.

The geometry in XYZ format:
```
32
Properties=species:S:1:pos:R:3
C 3.109 -2.106 -1.498
C 2.266 -0.697 -1.696
O 1.688 -0.160 -0.453
N 0.557 0.548 -0.770
C -0.564 -0.421 -0.466
C -1.752 -0.488 -1.594
C -2.334 -2.054 -1.553
C -1.308 -0.023 -3.102
H 4.250 -1.977 -1.726
H 2.700 -2.874 -2.314
H 2.863 -2.493 -0.419
H 1.369 -0.959 -2.427
H 2.907 0.135 -2.259
H -0.087 -1.500 -0.318
H -1.096 -0.181 0.575
H -2.654 0.193 -1.241
H -2.730 -2.196 -0.443
H -1.454 -2.815 -1.726
H -3.177 -2.094 -2.364
H -0.460 -0.704 -3.588
H -1.065 1.130 -3.173
H -2.260 -0.185 -3.804
N 0.961 1.718 3.731
C 0.143 1.623 2.635
C -1.014 2.319 2.905
C -0.887 2.859 4.208
C 0.343 2.474 4.693
H 1.877 1.297 3.817
H 0.453 1.068 1.760
H -1.857 2.428 2.236
H -1.614 3.463 4.734
H 0.829 2.673 5.639
```

Output
**E_LUMO**: 3.438 eV
**Net charge**: -1
**Gap between HOMO and LUMO**: 5.01 eV
**Multiplicity**: 1
**Max |F|**: 0.0836 Eh/bohr


[3]
This record from the Open Molecules 2025 dataset describes a 2-piece molecular cluster, C9H14O overall at a distorted geometry. The level of theory is the ωB97M-V functional and the def2-TZVPD basis.

The geometry in XYZ format:
```
24
Properties=species:S:1:pos:R:3
C -1.500 -0.335 -3.616
C -1.856 -1.807 -3.882
H -1.618 -0.062 -2.568
H -0.412 -0.292 -3.698
H -1.987 0.307 -4.342
H -1.670 -2.025 -4.932
H -2.911 -2.015 -3.660
H -1.255 -2.502 -3.298
C 2.470 1.497 -0.611
C -0.435 -0.291 2.015
C 0.266 0.828 2.446
C -0.323 -0.789 0.737
C 1.285 1.410 1.582
C 0.593 -0.120 -0.172
C 1.425 0.888 0.308
O -1.400 -0.863 2.847
H -1.402 -0.347 3.657
H -0.091 1.374 3.313
H -0.966 -1.566 0.344
H 1.908 2.199 1.973
H 0.798 -0.418 -1.194
H 2.657 2.532 -0.342
H 2.182 1.456 -1.669
H 3.410 0.950 -0.545
```

Output
**E_LUMO (spin up / spin down)**: 3.568 / 3.555 eV
**Net charge**: -1
**Gap between HOMO and LUMO (spin up / spin down)**: 2.89 / 6.88 eV
**Multiplicity**: 2
**⟨S²⟩**: 0.76
**Max |F|**: 0.0326 Eh/bohr


[4]
This record from the Open Molecules 2025 dataset describes an isolated molecule of C4H7BrOS at a distorted geometry. The level of theory is the ωB97M-V functional and the def2-TZVPD basis.

The geometry in XYZ format:
```
14
Properties=species:S:1:pos:R:3
C -0.353 1.100 -0.641
C 0.312 -0.106 -1.216
C 1.000 -0.813 1.627
C -1.244 0.726 0.498
O 1.874 -2.274 -0.286
S 1.748 -0.865 0.030
Br -2.695 -0.429 0.097
H 0.359 1.914 -0.257
H -0.968 1.496 -1.556
H -0.291 -0.915 -1.577
H 0.810 0.291 -2.047
H 0.697 0.116 2.051
H 0.472 -1.649 1.974
H -1.719 1.409 1.304
```

Output
**E_LUMO (spin up / spin down)**: -0.584 / -0.969 eV
**Gap between HOMO and LUMO (spin up / spin down)**: 7.98 / 7.75 eV
**Multiplicity**: 1
**Max |F|**: 0.0513 Eh/bohr


[5]
This record from the Open Molecules 2025 dataset describes an isolated molecule of C3H3NO3 at a distorted geometry. The level of theory is the ωB97M-V functional and the def2-TZVPD basis.

The geometry in XYZ format:
```
10
Properties=species:S:1:pos:R:3
O -1.204 1.198 -0.095
C -0.155 0.339 0.074
C 1.160 0.661 0.022
O 1.817 -0.512 -0.041
N 0.975 -1.590 -0.108
C -0.240 -1.053 -0.041
O -1.396 -1.739 -0.009
H -0.751 2.116 -0.324
H 1.811 1.563 0.225
H -2.016 -0.984 0.296
```

Output
**SMILES**: Oc1conc1O
**E_LUMO**: 0.173 eV
**Gap between HOMO and LUMO**: 9.60 eV
**Multiplicity**: 1
**Max |F|**: 0.0665 Eh/bohr


[6]
This record from the Open Molecules 2025 dataset describes a 3-piece molecular cluster, C2H8O3 overall at a distorted geometry. The level of theory is the ωB97M-V functional and the def2-TZVPD basis.

The geometry in XYZ format:
```
13
Properties=species:S:1:pos:R:3
C 1.521 -1.393 0.815
C 0.118 -1.357 0.175
O -0.850 -2.042 0.249
H 2.069 -0.492 0.494
H 1.834 -2.399 0.691
H 1.577 -1.409 1.992
H -0.031 -0.416 -0.412
O -0.947 1.398 -2.654
H -0.552 1.574 -1.905
H -0.419 1.026 -3.245
O -1.250 1.397 1.229
H -1.301 2.037 1.940
H -1.768 2.076 0.632
```

Output
**SMILES**: CC=O.O.O
**E_LUMO**: 0.465 eV
**Gap between HOMO and LUMO**: 9.94 eV
**Multiplicity**: 1
**Max |F|**: 0.1471 Eh/bohr


[7]
This record from the Open Molecules 2025 dataset describes an isolated molecule of C2H2N6 at a distorted geometry. The level of theory is the ωB97M-V functional and the def2-TZVPD basis.

The geometry in XYZ format:
```
10
Properties=species:S:1:pos:R:3
H -1.903 -0.697 -0.827
N -0.952 -1.491 -0.695
C 0.168 -0.786 -0.801
N 0.210 0.489 -1.497
N -0.158 1.297 -0.456
C -0.251 0.959 0.852
N 0.574 0.230 1.401
N 1.608 -0.622 0.793
N 1.470 -1.214 -0.228
H -0.766 1.834 1.460
```

Output
**SMILES**: [H]/N=c1\nncnnn1
**E_LUMO**: -2.114 eV
**Gap between HOMO and LUMO**: 8.19 eV
**Multiplicity**: 1
**Max |F|**: 0.1456 Eh/bohr


[8]
This record from the Open Molecules 2025 dataset describes a 2-piece molecular cluster, CH6OS overall at a distorted geometry. The level of theory is the ωB97M-V functional and the def2-TZVPD basis.

The geometry in XYZ format:
```
9
Properties=species:S:1:pos:R:3
O -0.978 -1.878 -0.983
H -0.535 -1.144 -0.361
H -0.075 -2.419 -1.557
H -1.609 -1.158 -1.395
C 1.153 0.200 1.034
S -0.072 1.158 0.081
H 2.173 0.484 0.716
H 1.100 0.399 2.084
H 1.009 -0.875 0.876
```

Output
**E_LUMO**: -1.617 eV
**Gap between HOMO and LUMO**: 5.30 eV
**Multiplicity**: 1
**Max |F|**: 0.1012 Eh/bohr